# 1
A cluster of 2 separate species, C3H7N4 in total. Source: OMol25; level of theory: ωB97M-V/def2-TZVPD.

CARTESIAN COORDINATES (ANGSTROEM)
C -3.108 -0.670 0.448
C 1.871 0.626 1.156
C 1.653 -0.236 -1.086
N -2.138 -0.251 -0.215
N -1.352 0.699 -0.074
N -0.452 1.330 -0.273
N 1.224 0.386 0.114
H -3.719 -1.568 -0.035
H -3.594 -0.393 1.443
H 1.228 1.080 1.911
H 3.018 0.461 1.034
H 1.411 0.304 -1.893
H 1.316 -1.283 -1.278
H 2.643 -0.485 -1.252

Output
LUMO energy (spin up / spin down) in eV: -5.275 / -5.276
Calculated total energy in a.u.: -337.06042
Relative energy (zero: lowest compared OMol25 entry of this formula, charge and spin) in kcal/mol: 153.0
Total charge: +1
Frontier orbital gap (spin up / spin down) in eV: 8.45 / 8.45

# 2
A structure of composition C37H60AlF6IN2O23P. Source: OMol25; level of theory: ωB97M-V/def2-TZVPD.

CARTESIAN COORDINATES (ANGSTROEM)
C 1.245 -3.047 2.337
C -0.176 -2.620 2.669
P -0.730 -1.183 1.619
C -2.583 -1.129 1.790
Al -0.064 -1.739 -0.546
C 1.908 -1.314 -0.775
C 2.368 -0.258 0.252
C 2.052 1.180 -0.171
C 3.295 2.108 -0.052
C 3.751 2.625 -1.438
C 2.955 3.867 -1.849
O 1.967 3.472 -2.796
C 1.312 4.568 -3.389
O -0.823 -0.830 -1.977
C -0.842 -1.885 -2.873
C -1.305 -1.566 -4.283
N -0.182 -1.202 -5.158
C 0.127 -2.192 -6.200
C -1.513 -3.087 -2.063
I -2.011 -4.871 -3.232
O -2.603 -2.620 -1.299
C -3.754 -2.256 -2.054
C -4.253 -0.924 -1.547
N -5.273 -0.329 -2.421
C -6.563 -0.049 -1.810
C -6.780 1.439 -1.583
C -7.386 1.766 -0.227
O -7.593 1.976 -2.629
O -0.596 -3.429 -1.141
H 1.945 -2.216 2.327
H 1.613 -3.755 3.075
H 1.293 -3.522 1.360
H -0.811 -3.475 2.442
H -0.275 -2.395 3.725
H -2.895 -0.155 1.433
H -3.108 -1.935 1.286
H -2.824 -1.169 2.851
H 2.030 -0.869 -1.766
H 2.531 -2.211 -0.776
H 1.897 -0.399 1.219
H 3.432 -0.390 0.443
H 1.290 1.608 0.476
H 1.690 1.233 -1.192
H 3.073 2.988 0.549
H 4.128 1.592 0.414
H 3.538 1.873 -2.190
H 4.811 2.853 -1.471
H 3.627 4.596 -2.310
H 2.431 4.295 -0.991
H 1.053 4.313 -4.413
H 0.384 4.796 -2.862
H 1.943 5.457 -3.399
H 0.203 -2.237 -2.894
H -1.980 -0.710 -4.210
H -1.862 -2.387 -4.725
H 0.653 -1.073 -4.605
H -0.368 -3.151 -6.045
H -0.130 -1.785 -7.175
H 1.196 -2.393 -6.207
H -3.580 -2.232 -3.128
H -4.524 -3.014 -1.883
H -4.606 -1.005 -0.523
H -3.391 -0.261 -1.512
H -5.372 -0.837 -3.286
H -6.713 -0.567 -0.862
H -7.342 -0.397 -2.487
H -5.795 1.905 -1.630
H -7.383 2.848 -0.100
H -6.774 1.374 0.578
H -8.415 1.424 -0.170
H -7.682 2.926 -2.456
C 6.655 6.128 1.145
C 5.842 5.266 2.084
O 5.558 4.137 1.282
C 6.574 4.007 0.387
O 6.786 3.030 -0.244
O 7.310 5.150 0.333
F 4.681 5.867 2.439
H 6.015 6.752 0.520
H 7.380 6.756 1.657
H 6.369 4.948 2.985
C 6.171 -2.199 0.166
C 6.706 -3.609 0.119
O 6.609 -4.017 1.471
C 5.572 -3.316 2.028
O 5.056 -3.589 3.058
O 5.226 -2.277 1.233
F 8.009 -3.648 -0.264
H 6.949 -1.477 0.419
H 5.686 -1.893 -0.757
H 6.130 -4.291 -0.506
C 0.835 3.164 4.563
C 2.144 3.230 3.810
O 2.587 1.893 3.852
C 1.469 1.102 3.935
O 1.468 -0.061 3.730
O 0.385 1.844 4.265
F 3.056 4.024 4.441
H 0.983 3.263 5.639
H 0.112 3.904 4.226
H 2.053 3.550 2.770
C 4.437 -0.091 6.896
C 3.697 -1.261 7.498
O 2.509 -0.655 7.977
C 2.265 0.427 7.182
O 1.236 1.013 7.132
O 3.363 0.742 6.456
F 4.372 -1.803 8.544
H 5.031 0.442 7.641
H 5.075 -0.373 6.062
H 3.441 -2.049 6.788
C -0.843 -7.730 -5.299
C 0.182 -7.088 -6.200
O 0.646 -8.191 -6.968
C -0.374 -9.092 -7.036
O -0.421 -10.000 -7.800
O -1.328 -8.804 -6.121
F 1.219 -6.565 -5.508
H -0.389 -8.138 -4.395
H -1.648 -7.055 -5.022
H -0.219 -6.326 -6.871
C -10.653 4.655 2.823
C -9.848 5.401 1.787
O -8.521 5.038 2.110
C -8.570 3.799 2.691
O -7.639 3.089 2.846
O -9.847 3.498 3.050
F -9.986 6.746 1.909
H -10.744 5.226 3.749
H -11.645 4.376 2.476
H -10.060 5.114 0.755

Output
LUMO energy in eV: 1.721
Calculated total energy in a.u.: -4766.71933
Total charge: -1
Frontier orbital gap in eV: 5.58

# 3
A cluster of 5 separate species, C5H20NO6 in total. Source: OMol25; level of theory: ωB97M-V/def2-TZVPD.

CARTESIAN COORDINATES (ANGSTROEM)
C 1.285 1.620 2.127
N -0.030 2.226 1.894
C -0.813 1.386 0.992
C -0.342 1.288 -0.448
C -0.708 0.122 -1.396
O -0.214 -1.125 -1.139
C -1.060 -0.009 1.639
O -2.499 -0.223 1.568
H 1.307 1.324 3.173
H 1.498 0.705 1.529
H 2.202 2.103 1.738
H 0.129 3.185 1.586
H -1.883 1.758 1.047
H -0.724 2.187 -0.970
H 0.747 1.484 -0.498
H -1.830 0.093 -1.161
H -0.515 0.441 -2.452
H -0.534 -0.828 1.141
H -0.933 0.094 2.715
H -2.649 -1.178 1.520
H 0.937 -1.304 0.067
H 2.232 -2.095 -0.306
O 1.808 -1.629 0.416
H -1.256 -2.155 -0.554
H -2.644 -2.543 -0.681
O -1.915 -2.788 -0.092
H 0.301 -3.378 -2.077
H -0.029 -1.903 -2.340
O 0.278 -2.803 -2.853
H 2.638 1.437 -2.932
H 2.342 1.144 -1.240
O 2.876 1.364 -2.010

Output
LUMO energy in eV: 3.343
Calculated total energy in a.u.: -708.68402
Relative energy (zero: lowest compared OMol25 entry of this formula, charge and spin) in kcal/mol: 52.8
Total charge: -1
Frontier orbital gap in eV: 8.59

# 4
The ion C34H44N5O2 with charge +1. Source: OMol25; level of theory: ωB97M-V/def2-TZVPD.

CARTESIAN COORDINATES (ANGSTROEM)
C -2.914 -1.164 3.725
C -2.549 -1.772 2.382
C -3.347 -2.999 2.046
N -1.144 -2.249 2.478
N -0.928 -3.421 3.064
N 0.406 -3.541 3.112
C 0.915 -4.906 3.379
C 0.525 -5.825 2.235
C 0.240 -5.327 4.661
C 1.039 -2.448 2.600
C 2.505 -2.323 2.701
C 3.065 -2.005 3.964
C 4.444 -2.002 4.153
C 5.301 -2.270 3.078
C 4.761 -2.541 1.812
C 3.380 -2.589 1.626
C 0.022 -1.603 2.180
C 0.011 -0.470 1.220
H -3.972 -0.886 3.755
H -2.727 -1.899 4.517
H -2.307 -0.272 3.920
H -2.567 -1.024 1.585
H -4.416 -2.816 2.143
H -3.137 -3.309 1.022
H -3.059 -3.810 2.718
H 1.999 -4.817 3.475
H 0.829 -6.851 2.465
H -0.564 -5.811 2.107
H 1.007 -5.524 1.301
H 0.447 -6.375 4.889
H 0.590 -4.712 5.495
H -0.839 -5.188 4.534
H 2.381 -1.776 4.787
H 4.848 -1.776 5.142
H 6.383 -2.238 3.219
H 5.420 -2.714 0.961
H 2.947 -2.857 0.658
H -0.083 0.496 1.742
H -0.865 -0.683 0.580
C 1.146 6.998 2.063
O 1.899 5.863 1.597
C 1.249 4.817 1.026
C 2.077 3.785 0.531
C 1.515 2.654 -0.009
C 0.112 2.463 -0.016
C -0.423 1.203 -0.421
C 0.266 0.336 -1.326
C -0.221 -0.128 -2.656
N -0.920 0.893 -3.527
C -0.186 1.807 -4.215
C -0.781 2.655 -5.123
C -2.146 2.465 -5.445
N -2.713 3.098 -6.516
C -3.655 2.421 -7.387
C -2.209 4.361 -7.015
C -2.894 1.527 -4.689
C -2.256 0.788 -3.721
C 1.329 -0.367 -0.753
C 2.416 -1.021 -1.467
O 1.311 -0.586 0.572
C -0.713 3.522 0.463
C -0.166 4.694 0.948
H 1.909 7.672 2.451
H 0.596 7.476 1.241
H 0.453 6.688 2.855
H 3.154 3.899 0.636
H 2.170 1.892 -0.428
H -1.499 1.067 -0.254
H 0.625 -0.517 -3.240
H -0.936 -0.959 -2.519
H 0.886 1.825 -4.006
H -0.173 3.396 -5.639
H -3.929 1.452 -6.959
H -4.559 3.033 -7.519
H -3.215 2.255 -8.387
H -1.706 4.904 -6.206
H -1.501 4.224 -7.849
H -3.055 4.962 -7.378
H -3.960 1.380 -4.858
H -2.772 0.069 -3.082
H 2.626 -0.501 -2.407
H 3.309 -1.039 -0.832
H 2.093 -2.048 -1.707
H -1.799 3.423 0.403
H -0.799 5.496 1.340

Output
LUMO energy in eV: -2.320
Calculated total energy in a.u.: -1745.82205
Total charge: +1
Frontier orbital gap in eV: 4.16

What did we get for maximum force? Answer: 4.665, 2.678, 2.564, 3.840 eV/Å, in the order shown.